i:
A cluster of 2 separate species, C2H8N2O2 in total, computed with ωB97M-V/def2-TZVPD.

Last column: Mulliken charge in e.
CARTESIAN COORDINATES (ANGSTROEM)
H  -0.4281  -1.0032  -1.7587  0.2879
H  2.2366  -0.6914  1.4652  0.3946
H  -0.5639  -2.1753  -0.4086  0.3123
C  1.4586  -0.0507  0.9971  0.1806
H  1.3342  0.8795  -0.6205  0.3372
N  -1.1811  1.3943  -0.0937  -0.5253
H  -1.9691  -1.2364  -0.8421  0.3240
H  -0.6709  2.1002  0.4337  0.2785
O  1.0345  0.8133  1.7922  -0.5439
N  -0.4559  -0.1572  0.1362  -0.3127
H  -0.8992  1.5498  -1.0638  0.2393
C  -0.8780  -1.2003  -0.7872  -0.8695
H  -0.8972  -0.3359  1.0384  0.3185
O  1.8795  0.1134  -0.2882  -0.4215

Output
**HOMO-LUMO gap**: 9.853 eV
**SMILES string**: O=CO.CNN
**HOMO level**: -9.13 eV
**LUMO energy**: 0.73 eV

ii:
An isolated molecule of C2H8N2O2, computed with ωB97M-V/def2-TZVPD.

Last column: Mulliken charge in e.
CARTESIAN COORDINATES (ANGSTROEM)
H  2.2034  0.0983  -0.9209  0.3306
O  -0.1417  -0.7989  -1.2330  -0.6402
H  -1.4790  1.2325  -1.0828  0.2734
H  0.6148  -1.3840  -1.1034  0.3337
N  -1.5215  0.7640  -0.1858  -0.6638
H  0.3061  -1.3593  1.3915  0.2378
H  -2.3614  0.1975  -0.1649  0.2626
H  0.8428  1.1131  1.3215  0.3644
N  -0.5630  -0.9221  1.1115  -0.7280
C  0.8614  0.8403  0.2670  -0.8539
O  2.0744  0.1647  0.0327  -0.5326
H  -1.2576  -1.6342  0.9203  0.2477
H  0.7867  1.7484  -0.3393  0.3226
C  -0.3653  -0.0603  -0.0144  1.0457

Output
**HOMO-LUMO gap**: 10.438 eV
**SMILES string**: NC(N)(O)CO
**HOMO level**: -9.72 eV
**LUMO energy**: 0.72 eV

Which of them is the least stable? Correct choice: i.

i:
A cluster of 2 separate species, C2H8N2O2 in total, computed with ωB97M-V/def2-TZVPD.

Last column: Mulliken charge in e.
CARTESIAN COORDINATES (ANGSTROEM)
H  -3.1750  -0.1898  -0.1223  0.3777
H  1.0980  -0.5495  1.7961  0.2802
H  2.2596  1.7144  0.4534  0.3788
N  -1.6243  0.2023  -1.5019  -0.6326
H  -0.7528  0.5230  -0.9426  0.2731
H  0.5326  1.4991  0.6541  0.2468
H  -1.2527  -0.3715  -2.3112  0.3002
N  1.7421  0.3073  1.7734  -0.6365
C  -2.2259  -0.5319  -0.4316  0.1251
H  1.5389  -0.7986  -0.5792  0.3202
C  1.4988  0.9964  0.5190  -0.2519
O  -1.4968  -1.1907  0.2861  -0.4601
O  1.5672  0.1673  -0.6554  -0.5755
H  2.7250  0.0068  1.5812  0.2543

Output
**HOMO-LUMO gap**: 10.820 eV
**SMILES string**: NC=O.NCO
**HOMO level**: -10.03 eV
**LUMO energy**: 0.79 eV

ii:
A cluster of 2 separate species, C2H8N2O2 in total, computed with ωB97M-V/def2-TZVPD.

Last column: Mulliken charge in e.
CARTESIAN COORDINATES (ANGSTROEM)
H  1.0251  0.3473  0.2447  0.1862
O  -0.8754  2.8473  -0.0826  -0.6054
H  -0.7940  -6.0877  -0.9934  0.3149
O  -1.2802  -5.5240  -0.4186  -0.6340
H  2.4970  2.4354  0.1301  0.2544
H  2.0910  1.9219  1.7316  0.2871
N  -1.1696  0.7550  -0.9501  -0.4792
H  1.1023  3.1916  1.0312  0.3103
C  1.6492  2.2896  0.8012  -0.8075
H  -1.3215  -6.0449  0.3812  0.3190
C  -0.4509  1.7288  -0.2726  0.5681
H  -1.1196  -0.2056  -0.6235  0.2134
H  -2.1086  1.0495  -1.1956  0.2551
N  0.7552  1.2959  0.2164  -0.1822

Output
**HOMO-LUMO gap**: 10.210 eV
**SMILES string**: CNC(N)=O.O
**HOMO level**: -9.44 eV
**LUMO energy**: 0.77 eV

Which of them is the least stable? Correct choice: i.

i:
An isolated molecule of C5H12N2, computed with ωB97M-V/def2-TZVPD.

Last column: Mulliken charge in e.
CARTESIAN COORDINATES (ANGSTROEM)
H  2.0291  -0.3546  -1.1037  0.5982
H  2.6715  2.9071  0.0966  0.2654
H  -2.1824  -0.4834  2.0609  0.4905
H  -1.3762  -2.0713  1.5714  0.2895
H  -1.0095  0.9120  0.5185  0.2676
H  -0.0709  -1.7382  -0.8410  0.3316
C  -1.1104  -0.2135  0.3269  0.5244
C  2.5711  1.9738  -0.6494  -0.3497
H  3.1886  1.4742  -1.4264  0.2708
H  -3.0450  -0.0772  -0.3408  0.2641
N  -2.1838  -0.5425  -0.6704  -0.7379
C  0.2402  -0.8629  -0.1522  -0.8037
N  1.6310  1.2549  -0.1312  -0.3277
H  0.7904  -1.0497  0.7819  0.2778
C  -1.3583  -0.9387  1.6724  -1.5618
H  0.6087  0.4638  -1.8159  0.2358
C  1.1352  0.1164  -0.8784  -0.6915
H  -0.5960  -0.7729  2.4579  0.3844
H  -1.9334  0.0029  -1.4772  0.2721

Output
**HOMO-LUMO gap**: 10.259 eV
**SMILES string**: C=NCC[C@H](C)N
**HOMO level**: -9.25 eV
**LUMO energy**: 1.01 eV

ii:
A cluster of 2 separate species, C5H12N2 in total, computed with ωB97M-V/def2-TZVPD.

Last column: Mulliken charge in e.
CARTESIAN COORDINATES (ANGSTROEM)
H  -2.2924  -0.7845  -0.6065  0.3207
H  1.8196  1.3525  1.7106  0.2450
C  0.8839  -0.6165  -0.7196  -0.6084
H  1.4547  -1.4955  -0.8892  0.3287
H  -3.1625  -0.2499  0.8622  0.2302
H  0.6515  -0.2953  -1.8190  0.2899
H  0.5911  2.1304  0.6006  0.3940
H  2.2473  1.0353  -1.0152  0.2417
N  0.1180  0.2297  1.3168  -0.5053
H  -1.2442  0.4321  -1.3623  0.3135
C  1.8591  0.4275  -0.1586  -0.5301
C  -0.2994  -0.6930  0.2044  -0.1036
N  -2.5438  0.4089  0.3927  -0.7475
H  -1.2818  -2.0600  -1.5080  0.1399
C  1.0145  1.2084  0.9036  -0.5712
H  -0.6642  0.7978  1.6730  0.3169
C  -1.5293  -0.0983  -0.4157  -0.3725
H  -0.3795  -1.6681  0.6320  0.3053
H  2.7573  -0.0613  0.1983  0.3128

Output
**HOMO-LUMO gap**: 6.043 eV
**HOMO level**: -8.33 eV
**LUMO energy**: -2.28 eV

iii:
An isolated molecule of C5H12N2, computed with ωB97M-V/def2-TZVPD.

Last column: Mulliken charge in e.
CARTESIAN COORDINATES (ANGSTROEM)
H  0.4039  1.8321  -0.0297  0.3096
N  1.3544  0.5966  1.3639  -0.2661
H  -1.0922  -0.2001  1.4596  0.3205
C  -0.8887  0.2136  0.4525  -0.6719
N  0.3388  -0.4159  -1.6853  -0.7531
C  0.1719  1.3037  0.9098  -0.7631
H  1.1578  -0.9675  -1.4583  0.3064
H  -1.8020  0.7920  0.1972  0.3632
H  -2.2285  -2.2797  -0.3319  0.3309
H  -1.4691  -1.8498  -2.0061  0.4009
H  3.2788  0.4283  0.7625  0.2544
H  -0.4087  1.9227  1.6106  0.4017
C  2.5472  1.0134  1.3107  -0.3668
H  -2.6550  -0.8405  -1.2019  0.2866
C  -1.8375  -1.5499  -1.0278  -1.3771
H  2.8367  2.0155  1.7588  0.2726
H  0.7833  0.4893  -1.5054  0.2813
H  0.0312  -1.6498  -0.0271  0.2007
C  -0.5222  -0.8542  -0.5522  0.4691

Output
**HOMO-LUMO gap**: 9.052 eV
**SMILES string**: C=NCC[C@@H](C)N
**HOMO level**: -8.63 eV
**LUMO energy**: 0.43 eV

iv:
An isolated molecule of C5H12N2, computed with ωB97M-V/def2-TZVPD.

Last column: Mulliken charge in e.
CARTESIAN COORDINATES (ANGSTROEM)
H  -2.5589  0.3558  -1.5764  0.3176
H  -0.8991  1.3748  -0.6567  0.3663
C  1.7502  0.7517  0.6093  -0.2096
H  -1.9813  -0.5401  1.4046  0.2657
H  -0.2225  1.1927  1.3600  0.4485
N  -1.7108  -1.0226  0.5458  -0.7063
C  -0.4030  -0.5370  0.0777  0.3064
H  1.9406  1.7597  0.2472  0.3576
H  2.7648  -0.8696  1.4942  0.2543
C  0.3921  0.3285  1.0837  -0.9170
C  -0.6406  0.4300  -1.1449  -1.0218
N  -1.7318  0.1433  -2.1270  -0.6428
H  0.2742  0.6296  -1.7069  0.3489
C  2.8470  0.0896  0.9870  -0.8594
H  3.8280  0.2900  0.5905  0.3080
H  -1.4271  -1.9150  0.9631  0.2945
H  -1.7328  -0.8746  -2.1763  0.2902
H  0.1943  -1.3493  -0.3328  0.3820
H  0.3800  -0.2073  2.0486  0.4172

Output
**HOMO-LUMO gap**: 10.167 eV
**SMILES string**: C=CC[C@@H](N)CN
**HOMO level**: -9.18 eV
**LUMO energy**: 0.98 eV

Which of them is the least stable? Correct choice: ii.

i:
An isolated molecule of C5H12N2, computed with ωB97M-V/def2-TZVPD.

Last column: Mulliken charge in e.
CARTESIAN COORDINATES (ANGSTROEM)
C  0.8096  2.0890  -1.3760  -1.3325
C  -0.1926  1.0959  -0.6837  0.1303
H  0.3833  3.0421  -1.6010  0.3639
H  -1.5702  -1.6502  3.4285  0.2956
C  -1.0722  -1.9741  2.5204  -0.3024
N  -0.3941  -0.8706  2.1283  -0.4608
H  1.3221  1.7363  -2.3107  0.3001
H  -1.6545  -0.1891  -1.0368  0.3328
H  1.6360  0.5445  0.7211  0.4102
H  1.4518  -0.3734  -0.8017  0.3151
N  -1.0253  0.3745  -1.6162  -0.6668
H  -0.7342  1.5405  0.1168  0.3466
H  -1.2113  -2.9821  2.0284  0.2668
H  -0.6408  -1.3457  0.0316  0.2676
H  1.5966  2.3068  -0.7205  0.4026
C  0.1793  -1.0919  0.7171  -0.6068
H  -0.5587  -0.3061  -2.2472  0.2820
H  0.7915  -2.0271  0.6597  0.4008
C  0.8838  0.0805  0.0418  -0.7451

Output
**HOMO-LUMO gap**: 10.014 eV
**SMILES string**: C=NCC[C@@H](C)N
**HOMO level**: -9.09 eV
**LUMO energy**: 0.92 eV

ii:
A cluster of 2 separate species, C5H12N2 in total, computed with ωB97M-V/def2-TZVPD.

Last column: Mulliken charge in e.
CARTESIAN COORDINATES (ANGSTROEM)
H  -0.3202  0.9970  -1.4134  0.2335
H  1.9869  1.7586  1.1987  0.4057
H  1.3681  0.5629  -1.7025  0.3822
H  0.9880  2.0726  -0.9532  0.3597
H  -2.9306  -1.2584  -1.4726  0.2345
C  1.0787  -1.0244  0.3228  0.1921
H  1.1731  -1.3904  1.3394  0.3814
C  -1.7685  -0.9952  0.3349  -0.2766
H  0.2634  1.9179  1.5688  0.3472
C  0.6874  1.0255  -0.9896  -1.2069
C  1.0732  1.1987  1.4115  -1.0770
N  1.2289  -1.8471  -0.6223  -0.7054
N  0.6898  0.3470  0.2973  0.0686
H  1.2150  0.6017  2.3096  0.3609
H  -1.7303  -2.0336  0.6523  0.2227
C  -2.5230  -0.6368  -0.6862  -0.5824
H  -1.0218  -0.2238  0.9815  0.1780
H  -2.5767  0.3971  -1.0173  0.2581
H  1.1186  -1.4694  -1.5597  0.2237

Output
**HOMO-LUMO gap**: 9.569 eV
**SMILES string**: [H]/N=C\N(C)C.C=C
**HOMO level**: -8.75 eV
**LUMO energy**: 0.82 eV

Which of them is the least stable? Correct choice: ii.